[1]
12
Properties=species:S:1:pos:R:3:forces:R:3:nbo_charge:R:1 method="wB97M-V/def2-TZVPD" e_tot_ha=-356.81677 fmax_ev_per_a=5.0 spin_multiplicity=1 e_lumo_ev=0.6557 relative_energy_kcal_mol=25.5 homo_ev=-10.0011
H 1.007997 -2.126936 -1.565228 -0.8 -0.7 -1.2 0.36
N 1.294141 -1.772559 -0.693832 1.4 0.4 0.8 -0.66
C 0.642921 -0.790526 -0.311534 -2.4 2.5 3.7 0.47
C -0.765175 -0.194860 -0.626081 0.1 -2.1 -4.5 -0.30
N -0.806690 1.121051 -0.122287 -2.1 2.0 1.7 -0.65
C 0.022418 1.138294 0.987937 0.7 -0.1 -1.7 0.78
O 0.060494 2.049053 1.762751 0.4 -0.1 1.2 -0.60
N 0.873353 0.017594 0.849859 2.4 -0.2 2.5 -0.67
H -0.648799 -0.217408 -1.790727 -1.4 0.1 1.7 0.21
H -1.583708 -0.854313 -0.218877 0.9 0.3 -0.7 0.22
H -1.726494 1.705082 0.098520 2.5 -2.1 -1.0 0.42
H 1.629541 -0.074471 1.629499 -1.7 0.0 -2.4 0.43

=====

[2]
28
Properties=species:S:1:pos:R:3:forces:R:3:nbo_charge:R:1 method="wB97M-V/def2-TZVPD" e_tot_ha=-1435.24614 fmax_ev_per_a=0.8 spin_multiplicity=1 e_lumo_ev=-0.0698 charge=-1 homo_ev=-1.4073
N 5.348349 -0.492712 -0.398701 0.3 -0.6 0.5 -0.79
C 4.165072 0.111510 -0.209900 -0.2 0.3 0.1 0.59
N 4.154199 1.318236 0.357065 0.1 0.1 -0.1 -0.79
N 3.059785 -0.521532 -0.602617 -0.1 -0.1 0.6 -0.56
C 1.694812 -0.053725 -0.296160 0.1 0.1 0.0 -0.28
C 0.762733 -0.092065 -1.520912 0.1 0.0 -0.1 -0.07
O -0.386257 -0.828891 -1.245668 -0.1 0.0 -0.2 -0.51
C -1.242002 -0.187227 -0.316959 0.1 0.1 0.1 -0.16
C -2.710362 -0.492446 -0.565957 0.1 0.5 0.0 0.96
F -3.336203 -0.183214 0.536193 -0.3 -0.2 -0.1 -0.25
F -3.178511 0.262231 -1.584381 0.0 -0.1 -0.1 -0.33
F -2.910708 -1.772058 -0.896448 0.0 -0.2 0.0 -0.32
H 6.104594 -0.236857 0.228063 0.0 0.1 -0.2 0.39
H 5.317616 -1.492044 -0.571076 0.0 0.1 -0.1 0.39
H 4.987352 1.664910 0.812622 0.0 0.1 -0.3 0.40
H 3.372951 1.945531 0.275391 -0.1 -0.1 0.2 0.43
H 3.152178 -1.527772 -0.476118 0.0 0.0 -0.6 0.40
H 1.752617 0.945405 0.132195 -0.1 -0.1 0.0 0.19
H 1.278295 -0.716084 0.465752 0.0 0.1 0.0 0.24
H 1.271925 -0.580594 -2.355996 0.0 0.0 0.1 0.20
H 0.507629 0.929431 -1.836243 0.0 -0.1 0.0 0.18
H -1.040512 -0.504749 0.712700 0.1 0.0 -0.1 0.19
H -1.133761 0.901463 -0.389719 -0.1 -0.1 0.1 0.19
O -7.055781 0.007541 0.770382 0.1 0.0 0.0 -1.07
S -6.216708 0.321492 1.953902 -0.2 0.0 0.1 2.55
O -7.056499 0.744659 3.095431 0.1 -0.1 0.0 -1.08
O -5.253561 1.410239 1.603097 0.1 0.1 0.0 -1.05
O -5.409242 -0.880678 2.324062 0.0 0.0 0.0 -1.05

=====

[3]
17
Properties=species:S:1:pos:R:3:forces:R:3:nbo_charge:R:1 method="wB97M-V/def2-TZVPD" e_tot_ha=-272.64436 fmax_ev_per_a=0.2 smiles="C=CC1(C=C)CC1" spin_multiplicity=1 e_lumo_ev=1.1488 relative_energy_kcal_mol=46.2 homo_ev=-9.3835
C 0.723784 -2.205275 -0.854508 0.0 0.1 0.0 -0.40
C 0.823823 -0.883176 -0.772351 0.0 -0.2 0.0 -0.15
C -0.105141 0.015801 -0.019029 0.1 0.0 0.0 -0.17
C 0.623733 0.649722 1.124984 0.1 0.2 0.0 -0.15
C 0.980151 1.927572 1.189668 -0.1 -0.1 0.0 -0.39
C -1.553778 -0.342255 0.162310 -0.1 -0.2 0.1 -0.41
C -1.166763 0.783782 -0.758471 0.0 0.2 -0.1 -0.40
H -0.126657 -2.734493 -0.431200 0.1 0.1 0.0 0.19
H 1.495419 -2.802690 -1.331752 -0.2 0.1 -0.1 0.20
H 1.688694 -0.375747 -1.203152 -0.1 -0.1 0.1 0.20
H 0.931719 -0.044229 1.908972 0.0 0.1 -0.1 0.20
H 0.708781 2.628106 0.403068 0.0 -0.1 0.1 0.19
H 1.562054 2.313906 2.021626 -0.1 -0.1 -0.1 0.20
H -1.931164 -1.260929 -0.279341 0.1 0.2 0.0 0.22
H -2.010891 -0.077727 1.112381 0.1 0.0 -0.2 0.22
H -1.254751 0.606706 -1.826929 0.0 0.0 0.2 0.22
H -1.389009 1.800926 -0.446270 0.1 -0.2 0.0 0.22

=====

[4]
26
Properties=species:S:1:pos:R:3:forces:R:3:nbo_charge:R:1 method="wB97M-V/def2-TZVPD" e_tot_ha=-741.13134 fmax_ev_per_a=3.6 spin_multiplicity=1 e_lumo_ev=-4.2431 charge=+1 relative_energy_kcal_mol=65.2 homo_ev=-11.7306
C 0.318285 2.149433 0.690466 -2.0 -1.1 2.9 -0.65
C 0.810349 0.835427 -1.393866 -0.9 -2.6 -1.1 -0.27
C 1.998458 1.258720 -1.776110 -0.9 0.0 -1.7 -0.09
C 0.364984 0.822823 0.011376 0.2 -1.6 1.4 -0.09
C 2.534874 1.166347 -3.188639 0.6 1.1 0.6 -0.66
C -2.518627 -2.224869 0.322497 -1.0 2.1 -2.6 -0.02
C -0.034028 0.049081 3.099887 -2.1 0.7 1.4 -0.24
C -0.058661 -0.277450 0.707084 0.6 0.3 -1.1 0.21
N -3.110512 -3.369842 0.104672 0.3 0.6 -3.2 -0.69
O -0.604946 -0.490993 1.930104 -0.9 0.2 -1.6 -0.57
I 0.041108 -2.227069 -0.220124 0.3 0.5 0.1 0.30
H -0.622327 2.036468 1.324771 0.8 1.0 -0.8 0.22
H 1.043282 2.550339 1.413190 0.5 -0.9 -0.4 0.25
H 0.240976 0.209491 -2.168150 0.4 1.1 1.2 0.22
H 2.614221 1.663175 -1.044250 1.3 0.9 1.2 0.20
H 3.361999 1.916798 -3.299489 -0.8 -0.7 -0.1 0.23
H 2.964531 0.181400 -3.263348 0.4 -0.4 -0.4 0.23
H 1.804497 1.311602 -3.997136 0.1 -0.1 0.5 0.23
H -2.652832 -1.514938 -0.558947 0.6 -0.8 1.5 0.23
H 0.206120 2.841350 -0.062772 -0.6 1.9 -1.4 0.24
H -2.390119 -1.737410 1.294731 0.0 -0.7 -0.2 0.26
H -0.389241 1.113823 3.226862 0.7 -1.1 0.0 0.19
H 1.005978 -0.043713 2.965526 1.4 0.1 0.6 0.20
H -0.495251 -0.569296 3.936739 1.1 0.8 -0.9 0.21
H -3.232869 -3.709677 -0.938651 0.1 0.7 3.3 0.45
H -3.200246 -3.941020 0.883577 -0.4 -1.9 1.1 0.42